Record 1
C22H44ClGaI2NO4P | wB97M-V/def2-TZVPD

Calculated values
2S+1: 1
Highest occupied orbital energy in Eh: -0.22207
E_LUMO in eV: -0.87
HOMO-LUMO gap in eV: 5.1776
Largest force on an atom in eV/Å: 4.12
Energy in eV: -123587.1760

Positions of all 76 atoms, in Å:
C -4.98 -2.19 5.98
C -3.76 -2.30 5.18
C -3.04 -3.69 4.93
O -3.02 -4.50 5.88
O -2.42 -4.07 3.71
C -1.20 -3.31 3.47
C -0.92 -3.12 1.89
C -0.93 -1.56 1.47
C -2.43 -1.14 1.10
C -2.57 0.20 0.24
C -1.29 1.16 0.30
Ga -0.89 1.97 2.16
C -1.99 1.12 3.71
O -3.40 1.12 3.33
C -4.27 1.39 4.45
C 1.16 1.98 2.56
I 1.83 0.28 3.77
C 2.08 2.06 1.24
C 3.49 2.74 1.68
I 2.62 0.07 0.43
P -1.52 4.27 2.13
O -3.11 4.43 2.83
Cl -0.23 5.27 3.49
H -6.02 -2.40 5.57
H -4.90 -1.84 7.07
H -3.37 -1.29 4.79
H -0.29 -3.82 3.96
H -1.31 -2.30 4.01
H 0.15 -3.48 1.69
H -1.67 -3.71 1.25
H -0.63 -0.97 2.40
H -0.18 -1.43 0.63
H -3.06 -1.10 2.06
H -2.87 -2.00 0.48
H -2.68 -0.13 -0.86
H -3.54 0.71 0.52
H -1.49 2.06 -0.40
H -0.34 0.67 -0.13
H -1.84 1.84 4.60
H -1.59 0.11 4.06
H -3.76 1.41 5.46
H -4.86 2.37 4.28
H -5.03 0.52 4.48
H 1.35 2.91 3.19
H 1.59 2.63 0.38
H 3.46 3.08 2.77
H 3.68 3.69 1.07
H 4.36 1.99 1.60
H -2.98 4.32 3.80
C -0.20 -0.24 -3.43
C 0.66 0.65 -4.32
C 1.45 -0.13 -5.37
N 2.89 -0.47 -4.96
C 2.95 -1.13 -3.60
C 3.49 -1.42 -6.00
C 4.13 -0.50 -7.02
C 4.75 0.58 -6.16
C 3.78 0.78 -5.00
H 0.39 -0.88 -2.77
H -0.84 0.37 -2.79
H -0.85 -0.89 -4.03
H 1.31 1.29 -3.70
H -0.02 1.32 -4.85
H 1.54 0.47 -6.29
H 0.95 -1.07 -5.62
H 2.29 -2.00 -3.62
H 2.64 -0.41 -2.85
H 3.98 -1.43 -3.41
H 4.25 -2.03 -5.50
H 2.72 -2.07 -6.41
H 3.38 -0.08 -7.69
H 4.87 -1.02 -7.63
H 4.91 1.50 -6.72
H 5.72 0.25 -5.78
H 3.15 1.66 -5.15
H 4.31 0.88 -4.05


Record 2
C22H44F18N4O22S6 | wB97M-V/def2-TZVPD

Calculated values
2S+1: 1
Highest occupied orbital energy in Eh: -0.10464
E_LUMO in eV: -1.01
HOMO-LUMO gap in eV: 1.8325
Total charge: -2
Largest force on an atom in eV/Å: 5.46
Energy in eV: -188443.9103

Positions of all 116 atoms, in Å:
C 0.33 -1.02 -1.01
C -0.33 -0.26 0.13
O -1.48 -0.28 0.30
N 0.59 0.54 1.15
H 1.34 -0.11 1.36
H 1.03 1.37 0.78
C -0.10 0.93 2.47
H 0.87 -1.94 -0.79
H 0.88 -0.31 -1.64
H -0.38 -1.44 -1.72
H -0.67 1.84 2.28
H 0.52 1.20 3.32
H -0.78 0.13 2.78
C -5.94 4.17 -0.54
C -7.33 4.61 -0.18
O -8.33 3.91 -0.34
N -7.50 5.90 0.57
H -8.09 5.79 1.38
H -6.58 6.20 0.86
C -8.16 6.99 -0.34
H -5.58 3.83 0.44
H -5.26 4.83 -1.07
H -5.90 3.36 -1.27
H -8.34 7.96 0.13
H -9.16 6.59 -0.50
H -7.55 7.16 -1.22
C 5.59 -4.97 -3.81
N 6.74 -4.02 -3.31
C 7.95 -5.00 -2.90
C 7.28 -3.29 -4.54
C 6.16 -2.97 -2.42
C 7.25 -2.35 -1.43
O 8.17 -1.59 -2.07
H 4.73 -4.38 -4.14
H 5.27 -5.56 -2.94
H 5.75 -5.58 -4.69
H 8.85 -4.41 -2.72
H 8.27 -5.59 -3.75
H 7.73 -5.64 -2.05
H 6.41 -2.84 -5.02
H 7.77 -4.00 -5.20
H 8.09 -2.68 -4.14
H 5.52 -3.60 -1.81
H 5.45 -2.28 -2.86
H 7.74 -3.12 -0.83
H 6.82 -1.58 -0.79
H 8.50 -1.12 -1.30
C -6.42 -3.97 -3.09
N -7.41 -4.73 -2.26
C -6.70 -5.39 -1.02
C -8.53 -3.77 -1.59
C -8.17 -5.79 -3.12
C -7.32 -6.93 -3.52
O -6.36 -6.59 -4.49
H -5.56 -4.55 -3.42
H -6.04 -3.10 -2.54
H -7.02 -3.65 -3.95
H -5.96 -6.12 -1.32
H -7.44 -5.85 -0.37
H -6.03 -4.72 -0.47
H -9.17 -4.32 -0.89
H -9.04 -3.08 -2.27
H -8.09 -3.20 -0.77
H -8.68 -5.23 -3.91
H -8.91 -6.02 -2.35
H -7.85 -7.79 -3.95
H -6.86 -7.37 -2.64
H -5.90 -7.37 -4.83
C 1.71 3.17 9.25
F 1.44 3.68 7.99
F 2.80 3.84 9.69
F 0.70 3.41 10.05
S 2.08 1.20 9.01
O 3.37 1.09 8.32
O 2.19 0.64 10.38
O 0.93 0.73 8.25
C 0.60 7.37 -2.21
F 1.04 7.33 -3.48
F 0.34 8.57 -1.70
F -0.49 6.63 -2.12
S 1.95 6.50 -1.12
O 3.25 6.83 -1.70
O 1.86 6.97 0.27
O 1.71 5.04 -1.26
C 3.44 0.90 -9.13
F 2.84 1.88 -8.42
F 3.18 1.00 -10.43
F 4.76 0.88 -8.88
S 2.61 -0.79 -8.75
O 2.86 -1.17 -7.32
O 1.16 -0.61 -8.94
O 3.37 -1.67 -9.66
C 5.08 -5.81 2.96
F 6.29 -5.49 2.40
F 4.35 -6.19 1.85
F 5.25 -6.76 3.88
S 4.23 -4.24 3.76
O 3.37 -4.75 4.79
O 5.20 -3.41 4.50
O 3.51 -3.47 2.78
C 6.30 4.92 4.11
F 5.28 5.02 4.93
F 6.03 5.59 2.95
F 7.43 5.38 4.67
S 6.43 3.07 3.50
O 7.58 3.08 2.58
O 6.69 2.23 4.68
O 5.20 2.83 2.74
C -4.69 5.43 7.13
F -3.73 5.96 6.31
F -5.78 5.34 6.36
F -4.27 4.31 7.57
S -4.98 6.70 8.68
O -5.66 6.03 9.76
O -3.69 7.21 9.06
O -5.80 7.76 8.14


Repeat the second record exactly.
C22H44F18N4O22S6 | wB97M-V/def2-TZVPD

Calculated values
2S+1: 1
Highest occupied orbital energy in Eh: -0.10464
E_LUMO in eV: -1.01
HOMO-LUMO gap in eV: 1.8325
Total charge: -2
Largest force on an atom in eV/Å: 5.46
Energy in eV: -188443.9103

Positions of all 116 atoms, in Å:
C 0.33 -1.02 -1.01
C -0.33 -0.26 0.13
O -1.48 -0.28 0.30
N 0.59 0.54 1.15
H 1.34 -0.11 1.36
H 1.03 1.37 0.78
C -0.10 0.93 2.47
H 0.87 -1.94 -0.79
H 0.88 -0.31 -1.64
H -0.38 -1.44 -1.72
H -0.67 1.84 2.28
H 0.52 1.20 3.32
H -0.78 0.13 2.78
C -5.94 4.17 -0.54
C -7.33 4.61 -0.18
O -8.33 3.91 -0.34
N -7.50 5.90 0.57
H -8.09 5.79 1.38
H -6.58 6.20 0.86
C -8.16 6.99 -0.34
H -5.58 3.83 0.44
H -5.26 4.83 -1.07
H -5.90 3.36 -1.27
H -8.34 7.96 0.13
H -9.16 6.59 -0.50
H -7.55 7.16 -1.22
C 5.59 -4.97 -3.81
N 6.74 -4.02 -3.31
C 7.95 -5.00 -2.90
C 7.28 -3.29 -4.54
C 6.16 -2.97 -2.42
C 7.25 -2.35 -1.43
O 8.17 -1.59 -2.07
H 4.73 -4.38 -4.14
H 5.27 -5.56 -2.94
H 5.75 -5.58 -4.69
H 8.85 -4.41 -2.72
H 8.27 -5.59 -3.75
H 7.73 -5.64 -2.05
H 6.41 -2.84 -5.02
H 7.77 -4.00 -5.20
H 8.09 -2.68 -4.14
H 5.52 -3.60 -1.81
H 5.45 -2.28 -2.86
H 7.74 -3.12 -0.83
H 6.82 -1.58 -0.79
H 8.50 -1.12 -1.30
C -6.42 -3.97 -3.09
N -7.41 -4.73 -2.26
C -6.70 -5.39 -1.02
C -8.53 -3.77 -1.59
C -8.17 -5.79 -3.12
C -7.32 -6.93 -3.52
O -6.36 -6.59 -4.49
H -5.56 -4.55 -3.42
H -6.04 -3.10 -2.54
H -7.02 -3.65 -3.95
H -5.96 -6.12 -1.32
H -7.44 -5.85 -0.37
H -6.03 -4.72 -0.47
H -9.17 -4.32 -0.89
H -9.04 -3.08 -2.27
H -8.09 -3.20 -0.77
H -8.68 -5.23 -3.91
H -8.91 -6.02 -2.35
H -7.85 -7.79 -3.95
H -6.86 -7.37 -2.64
H -5.90 -7.37 -4.83
C 1.71 3.17 9.25
F 1.44 3.68 7.99
F 2.80 3.84 9.69
F 0.70 3.41 10.05
S 2.08 1.20 9.01
O 3.37 1.09 8.32
O 2.19 0.64 10.38
O 0.93 0.73 8.25
C 0.60 7.37 -2.21
F 1.04 7.33 -3.48
F 0.34 8.57 -1.70
F -0.49 6.63 -2.12
S 1.95 6.50 -1.12
O 3.25 6.83 -1.70
O 1.86 6.97 0.27
O 1.71 5.04 -1.26
C 3.44 0.90 -9.13
F 2.84 1.88 -8.42
F 3.18 1.00 -10.43
F 4.76 0.88 -8.88
S 2.61 -0.79 -8.75
O 2.86 -1.17 -7.32
O 1.16 -0.61 -8.94
O 3.37 -1.67 -9.66
C 5.08 -5.81 2.96
F 6.29 -5.49 2.40
F 4.35 -6.19 1.85
F 5.25 -6.76 3.88
S 4.23 -4.24 3.76
O 3.37 -4.75 4.79
O 5.20 -3.41 4.50
O 3.51 -3.47 2.78
C 6.30 4.92 4.11
F 5.28 5.02 4.93
F 6.03 5.59 2.95
F 7.43 5.38 4.67
S 6.43 3.07 3.50
O 7.58 3.08 2.58
O 6.69 2.23 4.68
O 5.20 2.83 2.74
C -4.69 5.43 7.13
F -3.73 5.96 6.31
F -5.78 5.34 6.36
F -4.27 4.31 7.57
S -4.98 6.70 8.68
O -5.66 6.03 9.76
O -3.69 7.21 9.06
O -5.80 7.76 8.14


> Which of these has the lowest HOMO-LUMO gap?

C22H44F18N4O22S6


> Which value of HOMO-LUMO gap does entry 1 give?

5.1776 eV